96
Properties=species:S:1:pos:R:3:forces:R:3:mulliken_charge:R:1 method="wB97M-V/def2-TZVPD" gap_ev="8.9 / 2.2" charge=+1 spin_multiplicity=2 s_squared=0.76 de_lowest_kcal_mol=0.0
C 2.65549 1.91770 0.65929 -0.6 -0.1 -1.0 -0.624
O 1.57553 2.35804 1.49924 0.6 0.3 1.3 -0.496
C 0.41685 1.67228 1.46297 -0.2 -0.7 -2.9 0.816
O 0.28685 0.74317 0.65225 -0.4 0.9 2.0 -0.285
O -0.52381 2.28553 2.17413 1.7 0.6 -0.4 -0.482
C -1.81019 1.68810 2.37701 0.7 -0.8 -0.4 -0.327
H 2.33496 2.14217 -0.35805 0.1 -0.3 -0.2 0.294
H 2.91889 0.86344 0.74446 -0.5 -0.1 0.3 0.056
H 3.58807 2.46510 0.79620 -0.5 0.5 0.8 0.413
H -2.39044 2.41975 2.93923 0.2 -0.4 0.1 0.194
H -1.53395 0.75615 2.87023 -0.9 0.1 0.4 0.077
H -2.30715 1.45102 1.43630 0.1 0.1 -0.1 0.279
C 2.21866 0.32891 -3.07825 -0.1 -0.3 0.9 -0.436
O 1.37393 1.39314 -3.50374 0.4 0.0 0.5 0.029
C 1.50445 1.92800 -4.72293 -2.2 -0.4 -0.6 0.557
O 2.25733 1.64336 -5.59298 1.7 -0.4 -0.3 -0.552
O 0.44868 2.72965 -4.89241 -0.4 -0.3 1.9 -0.254
C 0.26207 3.42148 -6.09618 0.1 0.7 -0.3 -0.737
H 2.07625 0.23313 -2.00185 -0.1 0.5 0.2 -0.312
H 3.28518 0.49947 -3.22502 -0.1 0.1 -0.6 0.585
H 1.88526 -0.65848 -3.39763 0.2 0.3 -0.9 0.291
H -0.29594 2.84820 -6.83650 0.6 -0.4 -0.1 0.291
H 1.25128 3.76964 -6.39342 -0.4 0.1 -0.7 0.369
H -0.41996 4.24120 -5.87040 0.4 0.2 0.2 0.223
C 1.32636 -1.51498 3.14576 0.4 -1.6 0.1 -0.568
O 1.47353 -0.25020 3.76893 -0.6 0.0 -0.4 -0.311
C 2.68884 0.29733 3.79320 2.0 -1.5 0.4 0.903
O 3.76812 -0.22911 3.45100 -2.7 1.6 0.3 -0.666
O 2.52003 1.45679 4.41329 -0.5 -0.4 -0.1 -0.317
C 3.61050 2.30868 4.61294 0.7 0.9 -0.1 -0.642
H 1.35191 -1.43208 2.05922 0.5 0.0 0.0 0.215
H 0.43365 -2.09652 3.37592 -0.8 1.3 0.4 0.130
H 2.02363 -2.22055 3.59752 0.9 0.2 -0.7 0.490
H 4.46196 1.82229 5.08889 -0.1 -0.1 -0.2 0.318
H 3.26602 3.12946 5.24203 -0.1 -0.2 0.1 0.245
H 3.87844 2.75737 3.65639 0.4 -0.1 0.0 0.232
C -1.01584 2.90982 -1.69550 1.3 0.2 -0.2 -0.095
O -1.87515 1.86822 -2.15488 1.0 -0.7 0.5 -0.065
C -2.88746 1.96607 -2.96463 -2.7 -0.2 -0.6 0.621
O -3.53087 0.99285 -3.36574 1.5 2.1 0.6 -0.623
O -3.23702 3.27633 -3.15337 1.7 -1.2 1.5 -0.416
C -4.30659 3.57570 -3.98001 -0.6 0.2 -0.9 -0.774
H -0.74278 3.68049 -2.41633 -0.9 0.1 -0.3 0.290
H -0.04676 2.42651 -1.57143 -0.2 -0.3 0.4 -0.318
H -1.31062 3.34604 -0.74108 -0.4 -0.1 -0.2 0.399
H -3.85358 3.71274 -4.96190 -0.7 -0.1 -0.4 0.286
H -4.72989 4.52277 -3.64540 0.1 -0.1 0.0 0.240
H -5.06266 2.79155 -3.94048 0.1 0.0 -0.3 0.376
C 0.08401 -2.00245 -1.57913 -0.1 1.5 -0.9 -0.223
O 0.36008 -3.00605 -0.67617 2.8 -2.6 1.9 -0.310
C 1.70463 -3.30412 -0.45985 0.7 -0.5 -0.4 0.682
O 2.69481 -2.79000 -1.01841 -3.1 -1.1 1.5 -0.589
O 1.87207 -4.36429 0.43095 0.7 2.2 -2.7 -0.319
C 0.83383 -4.75962 1.25965 -1.6 -0.2 1.6 -0.394
H -0.94785 -2.08549 -1.92040 0.1 -0.2 0.2 0.307
H 0.75160 -2.10591 -2.43453 -0.1 0.3 0.0 0.352
H 0.20167 -1.06682 -1.03244 0.0 0.4 -0.5 -0.073
H 1.26086 -5.34030 2.07730 0.3 0.4 0.1 0.311
H 0.06441 -5.43797 0.89096 0.2 0.1 -1.1 0.344
H 0.29602 -3.88565 1.62711 0.1 -0.1 0.3 0.010
C -7.13498 1.33079 4.05482 -0.3 0.4 -0.5 -0.584
O -7.36760 1.64432 2.63092 1.4 0.4 0.5 -0.349
C -6.24878 1.76041 1.86037 1.7 -3.1 1.6 0.719
O -5.10363 1.38841 2.18550 -2.2 1.4 -0.1 -0.507
O -6.60218 2.03780 0.64480 -1.1 0.8 -1.2 -0.305
C -5.61643 2.20665 -0.36952 1.0 1.1 0.3 -0.624
H -6.65401 0.36307 4.19725 0.0 0.1 -0.3 0.258
H -8.12046 1.33988 4.52049 0.0 -0.2 -0.3 0.236
H -6.55715 2.11155 4.54941 0.2 0.0 -0.3 0.290
H -5.35805 1.29087 -0.90120 -0.2 0.0 0.2 0.333
H -4.74168 2.67919 0.07727 0.4 -0.6 0.2 0.239
H -5.91088 3.01580 -1.03785 -0.8 -0.5 -0.2 0.309
C -2.25119 -6.16744 3.25171 1.3 0.1 1.3 -0.588
O -3.03115 -4.96667 3.04184 0.1 -0.1 -0.6 -0.363
C -2.43963 -3.74198 3.09560 2.5 -0.9 0.7 0.779
O -1.30978 -3.50078 3.54245 -2.0 -0.7 -0.8 -0.631
O -3.23139 -2.85966 2.54832 -0.8 -0.2 0.0 -0.374
C -2.71907 -1.54341 2.29639 -0.5 -0.1 -0.1 -0.522
H -2.40686 -7.07866 2.67418 -1.2 0.8 -1.0 0.319
H -2.40214 -6.54965 4.26128 0.0 0.5 0.3 0.297
H -1.18435 -5.97946 3.13076 0.0 0.4 0.2 0.147
H -1.89072 -1.63679 1.59409 0.2 0.3 0.2 0.259
H -2.48183 -1.02195 3.22369 0.3 -0.3 -0.1 0.333
H -3.55941 -1.02759 1.83178 0.2 0.0 0.0 0.287
C 7.41440 -2.89578 -3.75043 0.1 -2.3 -2.8 -0.791
O 6.96552 -2.53901 -2.47845 -0.9 2.7 0.3 -0.207
C 6.33951 -1.38755 -2.37446 1.0 -3.2 4.5 0.857
O 5.94558 -0.61050 -3.21840 -0.4 1.0 -1.4 -0.101
O 6.14573 -1.15649 -1.06988 0.2 0.3 -1.1 -0.179
C 5.30534 -0.09611 -0.56808 -0.9 1.9 -1.2 -0.387
H 8.10839 -2.24108 -4.27755 0.2 0.3 0.8 0.361
H 6.58220 -3.07742 -4.43054 -0.4 0.4 0.1 0.388
H 7.79532 -3.91298 -3.65931 0.5 0.4 0.3 0.287
H 5.42771 0.16860 0.48218 0.2 -1.2 0.1 0.358
H 4.28249 -0.26565 -0.90446 -0.1 -0.5 0.6 0.014
H 5.57319 0.83042 -1.07591 0.4 0.1 -0.1 0.420